Below is C4H11N3S as an isolated structure in a non-equilibrium geometry, with properties calculated with ωB97M-V/def2-TZVPD.

Output
* Kohn-Sham gap: 7.115 eV
* energy relative to the best compared isomer or geometry (same formula, charge and spin): 306.9 kJ/mol
* F_max: 6.29 eV/A
* HOMO level: -6.73 eV

The geometry in XYZ format:
```
19
Properties=species:S:1:pos:R:3:forces:R:3
C -0.356138 -0.212996 -1.353592 0.15 0.59 0.81
C 0.894994 1.087472 1.824572 -0.11 1.05 1.09
C 0.351759 -1.388454 0.799932 0.93 -0.45 -3.35
C -0.281885 0.912957 0.919513 -1.44 -0.16 1.36
N 0.008168 0.869483 -2.118463 -0.09 -0.32 0.37
N -0.014704 -0.165246 -0.014195 0.12 -1.11 0.96
N -0.940300 -1.237785 -1.890332 0.55 1.54 -6.08
S -2.224687 -2.194833 -1.417717 -0.61 -0.90 0.88
H 0.814383 2.020379 2.466853 0.53 -0.57 -1.45
H 0.937080 0.342271 2.617639 0.15 -0.42 -0.40
H 1.670738 0.949390 1.084629 1.36 0.67 0.77
H 1.399383 -1.356029 1.133736 -0.34 0.37 -0.11
H -0.285515 -1.451042 1.627131 -1.08 -0.33 1.10
H 0.293206 -2.287274 0.142349 -0.37 0.65 0.64
H -1.133696 0.774064 1.620417 -0.19 -0.90 -0.73
H -0.584919 1.814185 0.470392 0.16 1.18 -1.22
H -0.435263 1.151551 -2.996278 0.26 -0.40 0.88
H 0.746319 1.411295 -1.714330 0.13 0.41 -0.29
H -0.858925 -1.039388 -3.202259 -0.11 -0.89 4.78
```
Forces are in eV/Å.

Atom charges from the Löwdin analysis, given in e for atoms 1 to 8: -0.521 -0.110 -0.044 -0.275 0.151 -0.099 -0.552 0.312

Below is one molecule with the formula C6H11N in a non-equilibrium geometry, with properties calculated with ωB97M-V/def2-TZVPD.

Output
* Kohn-Sham gap: 8.654 eV
* energy relative to the best compared isomer or geometry (same formula, charge and spin): 284.6 kJ/mol
* F_max: 3.30 eV/A
* SMILES: C=CC(N)=C(C)C
* HOMO level: -7.74 eV

The geometry in XYZ format:
```
18
Properties=species:S:1:pos:R:3:forces:R:3
C 0.698904 -0.095225 2.128682 -3.10 -0.26 -1.11
N 0.256980 -1.972746 -0.273408 1.01 0.84 0.21
C -0.091961 -0.535640 -0.315072 1.36 -2.98 -0.38
C -0.166970 0.170390 0.813396 -0.36 1.05 0.79
C -1.208495 1.291684 0.777340 0.68 2.72 -0.61
C 0.462390 0.675304 -2.425157 0.29 -1.12 -2.96
C -0.345221 -0.138898 -1.750668 -0.93 -0.67 0.96
H 0.757875 0.822190 2.762996 0.24 -0.81 -0.72
H 0.235516 -0.918639 2.710292 0.12 0.57 0.08
H 1.592859 -0.506852 1.745280 1.47 0.06 0.05
H 0.492819 -2.359239 0.678673 -0.24 0.79 -1.65
H 0.937131 -2.248108 -1.014366 -0.67 0.21 1.11
H -1.238244 1.823268 1.830553 -0.61 -1.21 -2.09
H -2.235900 0.921671 0.306966 2.11 1.04 1.48
H -0.777075 2.179274 0.052663 -1.31 -2.03 1.63
H 0.247534 0.812507 -3.556469 0.27 -0.10 2.01
H 1.527711 0.808708 -2.204218 -0.69 0.82 0.75
H -1.145852 -0.729651 -2.267483 0.37 1.10 0.46
```
Forces are in eV/Å.

Atom charges from the Löwdin analysis, given in e for atoms 1 to 8: -0.048 0.056 -0.348 -0.313 -0.104 -0.008 -0.163 0.079

Below is one molecule with the formula C3H5ClFN in a non-equilibrium geometry, with properties calculated with ωB97M-V/def2-TZVPD.

Output
* Kohn-Sham gap: 11.114 eV
* energy relative to the best compared isomer or geometry (same formula, charge and spin): 62.2 kJ/mol
* F_max: 3.12 eV/A
* SMILES: F[C@@H](Cl)[C@@H]1CN1
* HOMO level: -10.19 eV

The geometry in XYZ format:
```
11
Properties=species:S:1:pos:R:3:forces:R:3
C -0.066064 -0.709092 0.959972 -1.92 1.14 -2.18
C 0.675589 0.175009 -0.045331 -2.04 -2.01 -0.42
C -0.241279 1.048525 -0.806339 1.07 -0.19 0.58
H -1.033222 -1.059472 0.409642 1.34 0.47 1.35
H 1.700216 0.200368 0.151637 1.49 0.85 0.14
H -1.225207 0.990925 -0.346497 -0.13 0.60 -0.57
H 0.199592 1.989728 -1.148875 -0.72 -0.31 -0.12
H -0.389361 -0.972274 -1.388793 0.85 1.42 -0.41
N 0.290851 -0.162381 -1.450954 -0.66 -0.79 0.68
F 0.645723 -1.774190 1.298113 0.61 -0.82 0.67
Cl -0.556838 0.272853 2.367424 0.11 -0.36 0.28
```
Forces are in eV/Å.

Atom charges from the Löwdin analysis, given in e for atoms 1 to 8: -0.758 -0.330 -0.147 0.136 0.121 0.097 0.114 0.104

Below is an isolated ion of composition C7H12N and charge +1 in a non-equilibrium geometry, with properties calculated with ωB97M-V/def2-TZVPD.

Output
* Kohn-Sham gap: 8.992 eV
* total charge: +1
* energy relative to the best compared isomer or geometry (same formula, charge and spin): 388.0 kJ/mol
* F_max: 4.85 eV/A
* SMILES: C=C/C(=C\C)C(C)=[NH2+]
* HOMO level: -13.33 eV

The geometry in XYZ format:
```
20
Properties=species:S:1:pos:R:3:forces:R:3
C 0.607783 -2.306240 0.843930 0.65 -1.28 -0.94
C 0.846548 -1.007934 0.941035 0.44 -0.07 0.84
C 0.937040 0.912418 -0.731134 0.26 -0.80 0.45
C 0.398420 -0.041666 0.003236 -3.77 -0.31 -2.51
C -1.430284 -0.306784 -0.249623 0.01 1.15 2.01
C 2.409309 1.224026 -0.761173 -0.26 -3.53 2.95
C -1.957098 0.012133 1.093820 0.12 1.23 0.82
N -2.441677 -0.528114 -1.039549 0.74 0.47 -4.77
H 1.183174 -2.998681 1.465819 -0.66 0.21 0.12
H 0.061018 -2.787892 -0.016903 0.43 0.80 1.04
H 1.403131 -0.561951 1.763739 0.28 -0.44 -0.01
H 0.305309 1.280477 -1.496213 -0.37 0.81 -0.62
H 2.577955 1.882087 -1.507522 0.95 2.11 -2.26
H 2.862291 0.196262 -0.978691 -0.08 1.57 0.09
H 2.839062 1.558676 0.217272 -0.48 -0.14 -0.88
H -2.954509 -0.404369 1.256814 0.32 -0.57 0.29
H -2.272551 1.148524 1.038303 1.53 -1.76 0.65
H -1.145432 -0.372525 1.796693 -1.78 1.32 -0.12
H -3.466125 -0.258354 -0.838241 2.25 -0.86 0.15
H -2.253049 -0.636269 -2.117107 -0.56 0.09 2.69
```
Forces are in eV/Å.

Atom charges from the Löwdin analysis, given in e for atoms 1 to 8: 0.068 -0.205 -0.086 -0.134 -0.137 -0.037 -0.057 0.157

What is the Kohn-Sham gap in the third record? 11.114 eV